ORCA calculation (ωB97M-V/def2-TZVPD) on a structure of composition C14H32IrNO3P2 in a non-equilibrium geometry.

Computed properties:
DFT total energy, eV: -44073.01647
Spin multiplicity: 6
Total charge: +1
LUMO (alpha / beta), Ha: -0.093 / -0.230

Geometry as XYZ:
```
53
Properties=species:S:1:pos:R:3:forces:R:3
C -0.926317 1.160404 -4.256708 -2.45 -2.54 1.86
C -1.055904 0.767092 -2.896741 0.38 0.46 -1.38
N -0.123814 1.248469 -1.986402 -2.06 -1.36 0.58
C 0.798583 2.152708 -2.340446 2.13 1.44 -0.38
C 0.893747 2.600924 -3.660046 -0.56 -0.62 -0.89
C 0.048156 2.063421 -4.633233 2.72 2.54 -0.64
C -2.050624 -0.105696 -2.420155 0.00 0.02 -0.34
P -2.174218 -0.348729 -0.669279 -1.22 0.34 -0.36
Ir -0.090860 0.313629 -0.005617 -0.03 1.92 2.72
P 1.862965 1.423336 0.105435 1.32 1.58 -0.44
C 1.778162 2.637753 -1.281621 -0.35 -0.06 -0.02
O -0.368785 -4.649534 -4.464211 1.10 0.43 0.40
O 1.360822 -5.615943 0.499322 -0.97 0.31 0.67
H -1.625523 0.719082 -4.963502 0.15 0.20 0.07
H 1.661366 3.333314 -3.894316 -0.15 -0.10 -0.17
H 0.163716 2.355275 -5.674604 -0.07 0.00 0.29
C -3.553661 0.624324 0.011741 -0.30 -0.11 -0.27
C -2.507977 -2.073883 -0.242947 -0.15 -0.12 -0.20
H 2.780901 2.767658 -1.708800 -0.16 0.05 0.10
H 1.470508 3.609578 -0.865262 0.04 -0.14 0.13
H -1.231756 -4.444802 -4.791801 -0.84 0.13 -0.37
H -2.723602 -0.573981 -3.134896 -0.02 0.15 0.18
C 2.173649 2.277379 1.667207 0.17 0.17 0.10
C 3.336993 0.425241 -0.234204 0.17 -0.01 0.19
H 0.323206 -0.935418 -0.919165 0.14 -2.67 -1.92
H 0.768841 -4.852578 0.612683 0.31 -0.50 -0.03
H 2.015459 -5.321073 -0.115995 0.67 0.18 -0.63
H 0.133031 -3.820708 -4.555210 -0.26 -0.52 -0.03
H -0.655126 1.688950 0.638784 -0.59 0.38 0.10
H 1.082854 -0.753612 -0.638707 0.86 -0.74 -0.30
H -4.480334 0.327207 -0.498956 0.12 0.12 0.22
H -3.649527 0.441830 1.090309 0.03 0.03 -0.34
H -3.370385 1.691403 -0.166382 0.00 -0.32 0.03
H -3.396559 -2.415911 -0.790263 0.19 -0.06 0.22
H -1.641254 -2.688430 -0.518549 -0.30 0.09 0.05
H -2.670041 -2.143683 0.841576 0.02 0.00 -0.33
H 4.213236 1.080514 -0.334019 -0.18 -0.23 0.03
H 3.490367 -0.272332 0.599142 0.05 0.09 -0.23
H 3.191665 -0.143093 -1.160429 0.10 0.17 0.15
H 3.074875 2.900073 1.589839 -0.18 -0.15 0.09
H 1.309387 2.903859 1.920133 0.24 -0.14 -0.10
H 2.310247 1.526708 2.458313 0.00 0.23 -0.19
C -1.785629 -0.194174 3.553375 -0.24 -0.30 -0.13
C -0.366690 -0.079768 3.010082 0.19 0.32 0.71
C 0.614524 -0.760426 3.960541 0.06 -0.31 -0.08
O -0.267708 -0.715206 1.743756 -0.14 -0.29 1.27
H -2.030184 -1.251411 3.719917 0.00 0.22 -0.01
H -2.522052 0.231034 2.864792 0.17 0.00 0.12
H -1.862766 0.334509 4.510043 0.07 -0.08 -0.20
H -0.102595 0.994780 2.927460 -0.15 -0.42 -0.19
H 0.331044 -1.814087 4.076513 0.11 0.21 0.03
H 1.635557 -0.724931 3.568532 -0.10 0.02 0.07
H 0.597430 -0.281744 4.945867 -0.03 -0.02 -0.21
```
Positions in Å, forces in eV/Å.

ORCA calculation (ωB97M-V/def2-TZVPD) on the molecule C4H7NO2.

Computed properties:
DFT total energy, eV: -9846.51169
Energy above the lowest of the compared OMol25 structures with the same formula, charge and spin, eV: 0.768
SMILES: C[C@@H](C=O)C(N)=O
Spin multiplicity: 1
LUMO, Ha: 0.025

Geometry as XYZ:
```
14
Properties=species:S:1:pos:R:3:forces:R:3
C 1.512763 -0.291923 0.778322 -0.19 -0.37 0.15
C 0.234554 -0.484902 -0.098698 0.49 0.19 0.14
C -0.942500 -1.164467 0.617264 0.09 -0.34 0.00
O -1.023195 -2.358619 0.792057 0.27 0.75 -0.17
C -0.065180 0.913331 -0.643811 0.10 0.24 -0.07
N -1.332532 1.242577 -1.043691 0.00 0.00 -0.12
O 0.818185 1.750300 -0.658465 -0.48 0.13 -0.21
H 1.272268 0.210924 1.718581 -0.09 -0.19 -0.01
H 1.969211 -1.254550 0.975676 -0.05 -0.19 0.23
H 2.261583 0.348035 0.297679 -0.48 -0.31 -0.18
H 0.496370 -1.162055 -0.924413 -0.07 0.23 0.02
H -1.776841 -0.511138 0.953187 0.23 0.04 0.05
H -2.027742 0.578246 -1.355480 0.28 0.02 0.20
H -1.396943 2.184243 -1.408208 -0.11 -0.21 -0.04
```
Positions in Å, forces in eV/Å.

ORCA calculation (ωB97M-V/def2-TZVPD) on a structure of composition C11H10ClNOYb in a non-equilibrium geometry.

Computed properties:
DFT total energy, eV: -59162.70661
Energy above the lowest of the compared OMol25 structures with the same formula, charge and spin, eV: 0.000
Spin multiplicity: 2
Total charge: -1
LUMO (alpha / beta), Ha: 0.107 / 0.106

Geometry as XYZ:
```
25
Properties=species:S:1:pos:R:3:forces:R:3
C -2.700832 -0.985722 0.024549 -0.84 0.25 -0.30
C -1.954204 -1.167903 -1.177791 -0.49 0.48 0.07
C -1.540482 0.115753 -1.631563 -0.33 -0.22 0.48
H -1.760660 -2.124690 -1.665539 0.04 0.41 0.27
C -2.013380 1.095474 -0.707700 0.01 -0.53 0.01
C -2.726987 0.419177 0.325631 -0.59 -0.11 -0.52
H -3.229249 0.889620 1.174039 0.18 -0.20 -0.32
H -3.160306 -1.774274 0.625383 0.14 0.27 -0.27
H -0.976081 0.305273 -2.545637 -0.07 -0.03 0.54
H -1.880077 2.175314 -0.801282 0.08 -0.47 0.15
Yb -0.546640 -0.496883 0.882040 3.32 0.90 -1.53
Cl 0.073311 -2.819557 1.045770 -0.06 -0.84 0.30
C 2.833850 0.211689 0.323636 -0.76 -0.30 -0.15
C 2.331942 1.427682 -0.231161 -0.41 -0.45 -0.24
C 1.783807 1.125238 -1.518640 0.10 -0.22 0.55
H 2.315410 2.405988 0.264439 0.15 -0.43 -0.30
C 1.926311 -0.269788 -1.752218 -0.03 0.07 0.73
C 2.568171 -0.842977 -0.605815 -0.54 0.38 0.06
H 2.718448 -1.917949 -0.434013 0.12 0.64 -0.13
H 3.257996 0.082678 1.325426 -0.09 0.10 -0.47
H 1.304318 1.839057 -2.188610 0.17 -0.14 0.14
H 1.565074 -0.826187 -2.623708 0.22 0.25 0.31
O 0.006637 0.327998 5.161816 0.14 0.13 -1.91
C -0.044657 0.374266 3.956698 -0.28 -0.09 2.33
N -0.151722 0.430723 2.774251 -0.15 0.14 0.21
```
Positions in Å, forces in eV/Å.

ORCA calculation (ωB97M-V/def2-TZVPD) on a cluster of 3 separate species, C4H14O3 in total in a non-equilibrium geometry.

Computed properties:
DFT total energy, eV: -10516.30192
Energy above the lowest of the compared OMol25 structures with the same formula, charge and spin, eV: 1.627
SMILES: CC[C@H](C)O.O.O
Spin multiplicity: 1
LUMO, Ha: 0.023

Geometry as XYZ:
```
21
Properties=species:S:1:pos:R:3:forces:R:3
C 1.604294 1.107464 -1.624990 1.69 0.27 -2.55
C 0.692484 1.141280 -0.441400 0.04 -2.29 0.24
C -0.771115 0.888494 -0.594714 -3.59 1.11 -1.57
C -1.689730 0.871990 0.701339 5.18 3.04 0.76
O -1.061986 -0.405368 -1.240425 0.12 0.75 -0.01
H 1.567404 1.996928 -2.318227 -0.22 -0.45 0.95
H 1.374079 0.278685 -2.357987 0.35 0.46 1.14
H 2.723379 1.049876 -1.315045 -2.00 -0.12 -0.40
H 1.060718 0.346044 0.204911 0.01 -0.06 0.39
H 0.805937 2.019472 0.105484 0.19 1.65 0.99
H -1.269056 1.739464 -1.325616 1.30 -1.80 1.61
H -2.622722 0.844231 0.392172 -4.67 0.13 -1.78
H -1.584864 -0.054544 1.235390 0.74 -0.02 0.81
H -1.584449 1.914777 1.282880 0.02 -2.67 -0.79
H -2.015205 -0.388004 -1.460801 0.86 -0.08 0.16
O 0.378775 -2.840321 0.036617 -1.64 -2.85 1.33
H 0.046901 -2.134528 -0.488572 -0.71 1.16 -0.90
H -0.422586 -3.480518 0.151849 2.25 1.87 -0.39
O 0.907431 -0.142716 2.681471 -0.15 0.28 1.36
H 0.482105 -0.856223 2.203615 -0.09 -0.35 0.00
H 0.628988 -0.223792 3.627225 0.31 -0.04 -1.34
```
Positions in Å, forces in eV/Å.